1.
Computed, not measured: one molecule with the formula C16H12N2O4, with ωB97M-V/def2-TZVPD.

Properties
- SMILES = O=c1c2ccccc2on1CCn1oc2ccccc2c1=O
- HOMO energy (eV) = -8.981
- max |F| (eV/Å) = 6.036
- energy relative to the best compared isomer or geometry (same formula, charge and spin) (eV) = 5.893
- E_tot (eV) = -27952.28692

Structure (XYZ):
```
34
C16H12N2O4, DFT ωB97M-V/def2-TZVPD
O 2.3235 0.3614 -0.3447
O -2.7606 -0.5358 -1.6414
O -0.0392 -1.1695 -2.4130
O -0.8896 1.7403 0.0477
C 1.4006 -0.3346 -0.8813
C -2.3326 0.2188 -0.7280
C -0.0469 -4.0321 -0.1180
C -0.7462 -0.5743 3.0586
C 0.9615 -3.6956 0.6833
C -1.8069 -1.4419 2.6210
C -0.5490 -3.1607 -1.0845
C -0.4408 0.5018 2.1938
C 1.5236 -2.5228 0.6244
C -2.4897 -1.2312 1.4329
C 0.0917 -2.0392 -1.3959
C -1.1393 0.7836 1.0001
C 1.0567 -1.6705 -0.4225
C -2.1123 -0.1656 0.6043
N 0.7004 -0.0572 -1.9981
N -1.6491 1.3676 -1.0611
C 0.3339 1.2541 -2.4631
C -1.1361 1.5013 -2.3294
H -0.5748 -4.9683 0.0174
H -0.1630 -0.8006 4.0620
H 1.3173 -4.4778 1.3803
H -2.0246 -2.4367 3.1447
H -1.4265 -3.4039 -1.6571
H 0.4815 1.0299 2.3551
H 2.2599 -2.1239 1.2691
H -3.0910 -1.9514 0.9706
H 0.5657 1.3746 -3.4958
H 0.8823 1.9796 -1.8960
H -1.6034 0.8447 -3.0628
H -1.2834 2.5209 -2.6539
```

***

2.
Computed, not measured: C16H13AsAuF6N5 as an isolated structure, with ωB97M-V/def2-TZVPD.

Properties
- HOMO energy (alpha / beta) (eV) = -11.589 / -11.584
- 2S+1 = 2
- max |F| (eV/Å) = 1.182
- energy relative to the best compared isomer or geometry (same formula, charge and spin) (eV) = 1.056
- total charge = +1
- E_tot (eV) = -105081.01832

Structure (XYZ):
```
42
C16H13AsAuF6N5, DFT ωB97M-V/def2-TZVPD
Au 0.1303 -0.2899 0.5056
N -0.2891 -0.0935 -1.5079
C -0.7520 0.6803 -2.2644
C -1.4885 1.3599 -3.1897
C -1.2201 2.6897 -3.5823
N -1.0030 3.7736 -3.9005
C -2.6228 0.6774 -3.6965
N -3.5486 0.0880 -4.0470
N -2.7484 -1.6658 -0.9513
C -2.6777 -2.0951 0.2962
C -3.7731 -2.8202 0.8610
C -3.6529 -3.3442 2.1223
C -2.4595 -3.1660 2.8152
C -1.4423 -2.3921 2.2161
N -1.5533 -1.8586 1.0189
H -3.5792 -1.8403 -1.5025
H -1.9176 -1.2926 -1.4073
H -4.6684 -2.9581 0.2688
H -4.4677 -3.8993 2.5652
H -2.3020 -3.5747 3.8031
H -0.5224 -2.2195 2.7550
C 2.0906 0.9018 0.4734
C 2.3279 1.6632 -0.6941
C 2.0458 3.0479 -0.7278
C 2.3449 3.7916 -1.8431
C 2.8945 3.1761 -2.9693
C 3.1528 1.8056 -2.9681
C 2.8851 1.0581 -1.8461
H 1.9352 1.4602 1.3914
H 2.6817 -0.0040 0.5874
H 1.6106 3.5131 0.1482
H 2.1463 4.8528 -1.8600
H 3.1195 3.7676 -3.8454
H 3.5675 1.3347 -3.8485
H 3.0974 -0.0037 -1.8217
F 0.3372 -0.0996 2.6277
As 1.6341 -0.9157 3.9293
F 1.4613 0.5811 4.7161
F 2.8735 -0.2474 2.9352
F 2.6224 -1.6969 5.0386
F 1.5645 -2.2351 2.7741
F 0.1658 -1.5102 4.6248
```

***

- Look up the max |F| of the second one.
  1.182 eV/Å

***

- Among the records above, which one has the lowest energy relative to the best compared isomer or geometry (same formula, charge and spin)?
  C16H13AsAuF6N5

***

- Which of these has the lowest energy relative to the best compared isomer or geometry (same formula, charge and spin)?
  C16H13AsAuF6N5